Computed, not measured: the ion C4H7N4 with charge +1 in a non-equilibrium geometry, with ωB97M-V/def2-TZVPD.

CARTESIAN COORDINATES (ANGSTROEM)
1 C 0.322 -0.819 -0.222
2 C -0.914 1.072 0.034
3 C 0.268 -2.034 -0.884
4 H 1.142 -2.778 -1.052
5 H 0.601 2.143 0.922
6 N -1.023 -2.161 -1.273
7 N -1.713 -1.116 -0.880
8 H -0.948 1.671 -0.929
9 H -0.187 0.816 1.875
10 H 2.002 -0.197 1.149
11 N 0.230 1.195 0.905
12 H 1.718 0.732 -0.381
13 H -1.765 1.626 0.518
14 N -0.968 -0.306 -0.219
15 C 1.235 0.155 0.437

Values from the calculation:
- Energy relative to the best compared isomer or geometry (same formula, charge and spin): 75.76 kcal/mol
- Frontier orbital gap: 9.88 eV
- Structure (SMILES): c1nnn2c1C[NH2+]C2
- Electronic energy: -375.281777 Eh
- Total charge: +1